# 1
Computed, not measured: a structure of composition C9H36F2N19O13S2Sn at a distorted geometry, with ωB97M-V/def2-TZVPD.

Last column: Mulliken charge in e.
Positions of all 82 atoms, in Å:
Sn (5.028, -1.688, -4.287)  1.397
N (0.945, 0.459, -1.694)  -0.186
S (-0.292, 1.250, -2.170)  1.071
O (-0.210, 2.680, -2.571)  -0.526
O (-1.552, 0.838, -1.630)  -0.503
F (-0.319, 0.392, -3.512)  -0.279
S (0.934, 1.277, -0.197)  1.053
O (-0.052, 0.907, 0.784)  -0.508
O (1.345, 2.677, -0.098)  -0.546
F (2.190, 0.521, 0.374)  -0.235
C (-1.356, 5.626, 5.913)  0.655
O (-2.348, 6.277, 5.826)  -0.592
N (-0.780, 5.393, 7.130)  -0.514
N (-0.520, 5.281, 4.942)  -0.377
H (0.217, 5.232, 7.143)  0.221
H (-1.144, 6.202, 7.613)  0.240
H (0.285, 4.694, 5.107)  0.169
H (-0.793, 5.549, 4.008)  0.200
C (5.265, 2.770, 4.757)  0.657
O (4.177, 2.892, 5.205)  -0.607
N (5.811, 3.146, 3.666)  -0.362
N (6.196, 1.992, 5.355)  -0.441
H (6.695, 2.728, 3.415)  0.172
H (5.232, 3.798, 3.156)  0.229
H (7.035, 1.664, 4.898)  0.147
H (5.884, 1.582, 6.224)  0.208
C (0.263, -5.236, -1.874)  0.723
O (1.267, -5.256, -2.652)  -0.722
N (-0.230, -4.247, -1.165)  -0.316
N (-0.374, -6.321, -1.635)  -0.368
H (-1.141, -4.377, -0.749)  0.171
H (0.186, -3.328, -1.205)  0.164
H (-1.187, -6.248, -1.040)  0.151
H (-0.249, -7.167, -2.171)  0.219
C (-3.827, -4.230, -6.128)  0.645
O (-4.640, -3.395, -5.889)  -0.613
N (-2.745, -4.012, -6.917)  -0.406
N (-3.762, -5.408, -5.581)  -0.392
H (-2.623, -3.082, -7.291)  0.209
H (-1.968, -4.650, -7.011)  0.161
H (-4.439, -5.580, -4.852)  0.223
H (-2.959, -5.984, -5.793)  0.175
C (0.008, -2.695, 5.825)  0.619
O (0.147, -3.580, 6.611)  -0.607
N (-0.527, -2.807, 4.617)  -0.342
N (0.276, -1.410, 5.997)  -0.382
H (-0.605, -2.022, 3.985)  0.113
H (-0.833, -3.664, 4.180)  0.188
H (0.270, -0.820, 5.178)  0.186
H (0.890, -1.253, 6.783)  0.228
C (-7.714, 0.253, 0.668)  0.702
O (-8.743, 0.914, 0.423)  -0.644
N (-6.567, 0.829, 0.838)  -0.376
N (-7.677, -0.989, 0.969)  -0.373
H (-5.735, 0.268, 0.957)  0.163
H (-6.541, 1.834, 0.744)  0.217
H (-8.513, -1.524, 0.784)  0.227
H (-6.863, -1.486, 1.304)  0.170
C (6.037, -4.373, 2.278)  0.626
O (5.923, -4.299, 1.073)  -0.677
N (6.058, -3.357, 3.068)  -0.400
N (5.968, -5.445, 3.029)  -0.400
H (6.074, -2.582, 2.420)  0.208
H (6.394, -3.242, 4.013)  0.215
H (6.005, -6.262, 2.436)  0.231
H (6.147, -5.385, 4.021)  0.197
C (-6.746, 2.808, -5.624)  0.686
O (-7.517, 3.750, -5.563)  -0.615
N (-6.836, 1.839, -4.816)  -0.357
N (-5.827, 2.618, -6.565)  -0.401
H (-7.558, 1.920, -4.115)  0.215
H (-6.144, 1.111, -4.704)  0.176
H (-5.388, 1.710, -6.591)  0.186
H (-5.841, 3.278, -7.330)  0.234
C (5.619, 4.436, -4.340)  0.709
O (6.141, 3.383, -4.341)  -0.688
N (4.402, 4.470, -4.633)  -0.421
N (6.047, 5.555, -4.018)  -0.398
H (3.855, 5.216, -4.228)  0.189
H (3.961, 3.620, -4.954)  0.183
H (5.537, 6.422, -4.117)  0.214
H (6.968, 5.346, -3.662)  0.234

**Max |F|**: 0.1736 hartree/bohr
**Total charge**: +1

=====

# 2
Computed, not measured: a cluster of 2 separate species, C4H7NS in total at a distorted geometry, with ωB97M-V/def2-TZVPD.

Last column: Mulliken charge in e.
Positions of all 13 atoms, in Å:
C (-1.761, 0.510, -0.072)  0.466
C (0.765, -1.145, -0.733)  -1.042
C (1.327, -1.262, 0.461)  0.084
C (-0.770, 1.480, 0.386)  -0.672
N (-2.434, -0.253, -0.622)  -0.438
S (0.743, -2.472, 1.737)  -0.217
H (0.242, 1.140, 0.199)  0.175
H (1.208, -0.383, -1.263)  0.443
H (-0.183, -1.767, -1.073)  0.258
H (2.232, -0.667, 0.810)  0.289
H (-0.772, 1.762, 1.477)  0.267
H (-0.965, 2.488, -0.221)  0.250
H (-0.254, -2.902, 0.910)  0.137

**Max |F|**: 0.0650 hartree/bohr
**Total charge**: 0
**Structure (SMILES)**: C=CS.CC#N

=====

# 3
Computed, not measured: an isolated molecule of C5H8O2, with ωB97M-V/def2-TZVPD.

Last column: Mulliken charge in e.
Positions of all 15 atoms, in Å:
O (1.297, 0.608, -1.075)  -0.480
C (-0.008, 0.295, -1.518)  -0.474
C (-0.851, -0.041, -0.306)  -0.458
C (-0.145, 1.057, 1.755)  -0.572
C (0.317, -0.314, 1.759)  0.669
O (1.020, -0.693, 2.680)  -0.608
C (-0.261, -1.118, 0.614)  -0.568
H (1.853, 0.759, -1.848)  0.298
H (-0.461, 1.140, -2.055)  0.346
H (-0.004, -0.574, -2.195)  0.334
H (-1.879, -0.253, -0.610)  0.434
H (0.605, 1.760, 1.367)  0.232
H (-0.993, 0.897, 0.311)  0.247
H (0.527, -1.706, 0.132)  0.288
H (-1.017, -1.816, 0.989)  0.313

**Max |F|**: 0.0078 hartree/bohr
**Total charge**: 0

=====

# 4
Computed, not measured: a cluster of 2 separate species, C11H15N in total at a distorted geometry, with ωB97M-V/def2-TZVPD.

Last column: Mulliken charge in e.
Positions of all 27 atoms, in Å:
C (-1.404, -2.295, -2.696)  -1.292
C (-0.384, 0.974, -1.173)  -0.295
C (-1.082, -0.242, -1.085)  0.901
C (-0.810, -1.000, -2.278)  0.587
C (0.116, -0.269, -2.961)  -0.605
C (-0.997, 1.391, 1.095)  -0.362
C (-0.478, 1.867, -0.099)  -0.751
C (-1.700, 0.164, 1.205)  -0.794
C (-1.817, -0.576, 0.054)  -0.203
N (0.218, 1.005, -2.434)  -0.145
H (-0.979, 2.018, 1.976)  0.396
H (0.016, 2.834, -0.045)  0.318
H (-1.891, -0.274, 2.175)  0.370
H (-2.560, -1.369, -0.019)  0.269
H (1.009, 1.601, -2.564)  0.249
H (0.538, -0.594, -3.899)  0.412
H (-2.325, -2.441, -2.121)  0.328
H (-0.758, -3.157, -2.488)  0.256
H (-1.600, -2.248, -3.770)  0.356
C (1.453, -0.123, 2.818)  -0.542
C (2.669, 0.774, 2.470)  -1.016
H (1.015, -0.379, 1.844)  0.001
H (1.917, -1.079, 3.077)  0.358
H (0.828, 0.307, 3.587)  0.272
H (2.390, 1.834, 2.413)  0.281
H (3.267, 0.479, 1.611)  0.297
H (3.349, 0.797, 3.307)  0.357

**Max |F|**: 0.0586 hartree/bohr
**Total charge**: 0
**Structure (SMILES)**: Cc1c[nH]c2ccccc12.CC

=====

# 5
Computed, not measured: a structure of composition C5H8N at a distorted geometry, with ωB97M-V/def2-TZVPD.

Last column: Mulliken charge in e.
Positions of all 14 atoms, in Å:
C (-0.196, -1.166, -0.019)  -0.596
C (-1.171, -0.937, -1.101)  -0.192
C (-0.342, -0.308, 1.080)  0.053
C (-0.500, 0.148, -0.797)  0.387
C (0.306, 1.258, -1.218)  -1.094
N (0.649, -0.034, 1.864)  -0.329
H (0.631, -1.792, 0.028)  0.378
H (-1.639, -1.638, -1.750)  0.431
H (-1.260, 0.063, 1.384)  0.507
H (-0.120, 1.965, -2.004)  0.343
H (1.403, 0.783, -1.463)  0.291
H (0.381, 1.956, -0.397)  0.337
H (0.442, 0.308, 2.781)  0.275
H (1.415, -0.605, 1.610)  0.208

**Max |F|**: 0.0617 hartree/bohr
**Total charge**: +1

=====

Record-wise energy relative to the best compared isomer or geometry (same formula, charge and spin) values, in kJ/mol: 1295.9 198.3 431.9 99.0 369.4
Record-wise orbital gap values, in hartree: 0.0406 0.3545 0.3149 0.3198 0.3685